Record 1
{
  "formula": "C62H78Cl2CsN7O2P2Si",
  "method": "the ωB97M-V functional and the def2-TZVPD basis",
  "e_tot_ev": -132138.118,
  "relative_energy_kcal_mol": 29.25,
  "charge": -2,
  "species": ["C", "C", "H", "C", "C", "H", "C", "O", "H", "C", "H", "N", "H", "C", "N", "C", "H", "C", "H", "Cl", "H", "C", "P", "C", "H", "H", "N", "H", "O", "C", "H", "H", "C", "C", "H", "H", "H", "C", "N", "C", "H", "H", "C", "H", "H", "H", "N", "H", "N", "C", "H", "H", "C", "C", "H", "H", "H", "C", "C", "H", "H", "C", "C", "H", "C", "C", "H", "H", "C", "H", "C", "H", "C", "C", "C", "H", "H", "H", "H", "C", "H", "H", "C", "C", "H", "H", "H", "C", "H", "C", "H", "C", "C", "C", "H", "H", "C", "H", "H", "C", "C", "H", "C", "C", "H", "H", "H", "C", "Cs", "Si", "C", "H", "H", "H", "C", "C", "H", "C", "H", "H", "H", "H", "H", "H", "C", "C", "C", "C", "H", "H", "C", "H", "N", "P", "H", "C", "H", "H", "H", "H", "Cl", "H", "H", "C", "H", "H", "C", "H", "H", "C", "C", "C", "C", "H", "C"],
  "coordinates": [[7.26570, 0.34556, 1.04721], [4.38398, -2.57561, 4.98643], [-4.93261, -3.36462, -2.39333], [-3.09716, 4.27422, 0.39740], [-1.00988, -3.18563, 2.78555], [-1.53580, -2.15842, -3.88967], [-1.30562, -1.20687, -3.40567], [4.52213, -1.30132, -3.22205], [6.55709, -1.38861, -1.76065], [-4.80148, -0.32372, -1.03667], [3.20797, 1.15049, -1.48140], [3.73534, -1.95251, 2.77010], [-1.95231, 1.08071, 6.92054], [-2.42559, -5.27128, -1.84749], [3.43840, 2.00452, -1.96679], [5.03936, 3.55606, -2.86093], [-2.45462, -6.04996, -2.60215], [-1.04159, 5.11053, 1.60059], [6.02440, 4.01019, -2.74318], [8.60290, 0.91727, 2.01433], [0.64850, 3.55776, -4.62789], [-0.49418, -0.09007, 4.80370], [-2.14841, -1.13296, -1.72572], [6.38536, -0.82313, -0.85546], [-4.30194, -2.91160, 2.26814], [0.03054, -0.72918, 4.09436], [2.09073, -3.22522, -1.52165], [4.39745, -0.99844, 6.45123], [1.86047, 0.78337, 2.53129], [-1.88351, 5.20207, 0.32779], [1.06359, -0.78812, -6.41405], [-0.00768, 3.28833, 1.06406], [3.95155, -1.73429, -2.20091], [-2.40695, -4.58253, 0.44803], [2.00707, -1.03334, -4.27375], [5.47046, 1.65651, -1.90724], [-6.12090, -2.98574, -3.63967], [2.97494, 0.29968, 2.20289], [3.57575, 0.55228, 1.08037], [-4.12231, 0.82854, 3.15274], [0.18468, 0.99544, -4.84215], [0.56803, -4.49233, -0.98623], [0.35706, 4.05146, -3.69722], [-1.50839, 2.76842, 7.15718], [-3.65746, 4.31880, -0.54202], [-2.52791, -0.34162, -4.97325], [1.18891, 2.26688, -2.18640], [1.19858, -6.28441, -2.59233], [4.00356, -1.29031, -0.95757], [-2.98978, 0.19719, 2.62919], [-2.05516, 2.44933, -0.12069], [-0.41423, -2.65714, 3.53231], [2.86551, -5.14710, -3.37174], [5.96418, 0.59462, 1.47573], [5.81596, 1.16605, 2.38363], [0.23241, 1.70999, 3.97093], [-0.50882, 4.68901, -3.89188], [-2.35586, -3.93816, -2.22658], [-0.48454, 0.26859, -5.31358], [-6.15377, 0.62456, 3.80824], [-5.30908, -0.73489, -3.87076], [3.94525, 4.60440, -2.74167], [-1.58057, 2.16370, 5.07468], [-1.35014, 3.21183, 4.86211], [3.54387, -3.94696, -3.27177], [-1.87772, 2.77591, 2.00636], [0.09396, -0.72866, 6.78725], [-1.45173, -0.56955, 5.03178], [-2.46696, -5.59360, -0.49808], [-2.52687, -6.63265, -0.18965], [1.02149, -1.49504, -4.36469], [-2.50820, 3.17764, 2.80744], [0.19703, -1.16488, -3.11437], [-2.67401, 2.83428, 0.69921], [-4.23911, -1.85887, 2.53268], [-0.35580, -1.75116, -6.03951], [-0.69790, 2.29085, -3.02766], [4.97236, 3.09306, -3.84815], [4.94444, 2.92556, -0.80211], [1.77278, -5.36805, -2.54247], [-1.26190, 4.90755, -0.52193], [4.70031, -3.35456, 5.66842], [-1.29265, 1.87686, 6.56050], [2.36870, 2.75878, -2.33324], [-1.83842, -3.67108, 3.32149], [4.38393, -3.70557, -3.90818], [-0.87337, 0.72738, -6.22804], [3.12823, -3.00422, -2.32785], [0.41694, 1.38110, 7.80515], [5.06438, -0.63646, -0.41604], [-3.66864, 0.33473, -2.70192], [-5.54741, -2.56766, -2.80496], [-1.65746, -0.06456, -4.37172], [4.13703, -2.85974, 3.65268], [-0.03076, 3.61138, 2.79056], [0.44104, -0.16306, -2.75309], [4.78730, 2.49883, -1.80278], [-4.97102, -2.29485, -0.18937], [-4.17721, 0.04429, -0.21645], [0.15418, 1.43028, 6.74445], [0.32116, -0.98854, -5.63704], [4.26993, -3.86586, 3.26572], [-0.75136, 1.26331, 4.14570], [7.46749, -0.34445, -0.13235], [0.44616, -1.86619, -2.31648], [1.17557, -2.57596, -4.43516], [-3.55429, 2.19055, 0.76677], [-5.63453, -1.51298, -0.55996], [1.00104, -0.19032, 0.30207], [-1.52661, -1.94623, 1.36547], [4.85903, 0.15503, 0.75693], [-2.37537, -3.71758, -3.28646], [-0.15430, 5.74444, 1.50769], [-2.64606, 2.01402, 4.89873], [-5.33717, -1.24191, 3.11039], [0.03309, 3.00401, -2.63751], [-2.20443, 6.23531, 0.15850], [-0.63496, 3.66224, 1.88140], [-5.49780, 0.48280, -1.30387], [-7.12691, -2.86946, -1.35994], [-6.27080, -1.19562, 0.26824], [-0.44196, 3.49625, -1.78052], [4.00631, 5.09129, -1.75473], [-0.36620, -3.96820, 2.36946], [-5.28807, 0.11740, 3.39560], [-2.26426, -3.22913, 0.10357], [4.20864, -1.26707, 5.41825], [-6.47588, -2.06166, -1.70770], [4.06526, 5.38361, -3.50034], [0.81223, 2.17260, 6.28212], [3.78404, -0.31927, 4.50798], [-1.62518, 5.48962, 2.44835], [2.64955, 3.98468, -2.94097], [-1.34986, 1.00740, 2.37890], [-3.76899, 4.62030, 1.19203], [-3.05732, -1.16370, 2.26388], [-6.24102, -1.80529, 3.32143], [3.62091, 0.71336, 4.79011], [1.41196, -0.06718, 5.82588], [1.85502, 5.59263, -3.95788], [9.08078, -0.64487, -0.73623], [-3.95246, -1.83758, -4.06376], [-1.93126, 0.83802, -3.81631], [1.42981, -4.37241, -1.63969], [-7.11763, -1.26375, -2.10424], [3.16917, -5.89966, -4.09086], [-3.90374, -0.63717, -2.25286], [1.25297, 5.44436, -2.30213], [-4.12434, 1.89376, 3.35431], [1.53698, 4.87077, -3.19935], [-4.65839, -1.43693, -3.33106], [3.55489, -0.70275, 3.18578], [-2.27427, -2.91955, -1.27745], [-2.44411, -4.85514, 1.49762], [0.35721, 0.06208, 6.07775]],
  "mulliken_charge": [-0.213, -0.446, 0.106, -1.107, -1.700, 0.205, 0.336, -0.833, 0.559, -0.096, -0.668, -0.414, 0.318, -0.798, 0.517, -0.783, 0.394, -1.022, 0.417, -0.286, 0.296, -0.559, 1.895, -1.043, 0.221, -0.425, 0.286, 0.424, -0.322, 0.077, 0.518, 0.011, 0.372, -0.110, 0.331, 0.165, 0.416, -0.828, 0.273, -0.285, -0.255, 0.172, -0.894, 0.553, 0.404, 0.460, 0.273, 0.446, 0.230, -0.267, -0.194, 0.311, -0.549, 0.048, 0.480, 0.367, 0.458, -0.449, -0.319, 0.336, 0.486, -0.750, -0.265, 0.245, -0.923, -0.467, 0.456, 0.377, -0.906, 0.299, -0.367, 0.426, 0.653, 0.338, 0.199, 0.337, -1.084, 0.305, 0.157, -0.796, -0.502, 0.397, -1.006, -0.047, 0.345, 0.443, 0.604, 0.408, 0.564, 0.406, 0.462, -0.480, -0.868, -0.712, 0.276, -0.929, -0.164, -0.331, -0.688, -0.820, -1.114, 0.427, 0.235, 0.031, -0.253, -0.064, -0.010, 0.219, 2.928, -1.368, -1.028, 0.269, 0.445, -0.147, -0.698, 2.986, 0.454, -0.372, 0.683, 0.443, 0.523, -1.936, 0.260, 0.405, -0.943, 0.170, -0.337, -1.318, 0.415, 0.223, -0.604, 0.329, 0.181, 1.236, 0.373, 0.263, 0.345, 0.413, -0.354, 0.434, -0.281, 0.241, -0.187, 0.144, 0.409, 0.384, -0.132, 0.256, 0.183, -0.737, -1.310, 1.077, -0.060, 0.253, -0.279]
}

---

Record 2
{
  "formula": "C3H9O3",
  "method": "the ωB97M-V functional and the def2-TZVPD basis",
  "e_tot_ev": -9398.269,
  "relative_energy_kcal_mol": 33.63,
  "charge": -1,
  "species": ["H", "O", "C", "O", "H", "H", "H", "C", "H", "H", "H", "C", "H", "H", "O"],
  "coordinates": [[3.96318, 1.05135, 0.04600], [1.18094, 0.07701, -0.60524], [-2.19713, -0.43800, -0.37251], [3.23762, 1.21230, -0.56193], [-1.40106, -0.14438, 1.65324], [0.96418, -0.49592, 1.25832], [-1.05253, 1.15873, 0.54454], [0.27750, -0.53278, 0.40918], [-1.91850, -1.51854, -0.56845], [0.22939, -1.58966, 0.13911], [-1.84694, 0.06548, -1.34203], [-1.05821, 0.07561, 0.63929], [2.43094, 0.60332, -0.21555], [0.61565, 0.72846, -1.03808], [-3.42501, -0.25300, 0.01410]],
  "mulliken_charge": [0.243, -0.560, -0.194, -0.735, 0.334, 0.210, 0.298, -0.296, 0.141, 0.282, 0.041, -0.693, 0.438, 0.332, -0.844]
}

---

no.,frontier orbital gap (Ha)
1,0.157
2,0.229